Computed, not measured: a molecular structure, C20H38B2Ca2ClF5KNNaO16PS, with ωB97M-V/def2-TZVPD.

Computed properties:
Charge: +2
HOMO-LUMO gap: 1.39 eV

Geometry as XYZ:
```
89
Properties=species:S:1:pos:R:3:mulliken_charge:R:1
Ca -0.22726 0.77980 1.43319 1.6986
Ca -0.42876 -6.12511 -0.87303 1.8962
K -5.74059 2.32528 -3.63333 1.0497
Cl 2.46271 -4.68514 5.42698 -0.6258
S -3.43305 -0.48609 2.27317 1.1393
P 2.76005 1.54601 -1.78724 0.8986
Na 3.19040 5.82483 -0.36328 1.0010
F -0.03882 3.45573 -9.34059 -0.3250
F -4.16412 3.69701 -1.24463 -0.3033
F 1.97654 3.56915 -8.29343 -0.3346
F -4.11839 1.91083 -2.46143 -0.4396
F -2.39827 3.23837 -2.39061 -0.2333
O -4.77359 -0.69353 1.80337 -0.6596
O 1.34615 1.53080 -9.33822 -0.4349
O 0.26593 2.23640 -7.32955 -0.2822
O -2.72592 0.70492 1.56005 -0.8186
O 0.76509 1.55229 3.57303 -0.6124
O -4.51084 3.39908 -4.93611 -0.5272
O -3.76165 5.25871 -3.75115 -0.7524
O 3.57402 0.38715 -1.37348 -0.6319
O -0.06593 0.21868 -6.44469 -0.7769
O 2.39524 1.23663 -3.30040 -0.1883
O 3.63246 2.82473 -2.25050 -0.2698
O -2.54217 -1.62826 1.91453 -0.6532
O 1.26217 -0.67594 -8.91786 -0.6042
O -3.36081 -0.31928 3.73351 -0.7195
O 1.04074 -6.11480 1.50569 -0.3856
O 2.38902 2.03218 -0.17760 -0.1552
N -0.41861 -2.10041 5.03983 0.3623
C 4.60452 3.49399 -1.47785 -0.3008
C -1.66650 -2.85931 4.84604 -0.6813
C 1.16036 0.50090 -3.57792 -0.3496
C -3.36668 3.19090 -5.73040 -0.5106
C -2.46219 2.07018 -5.24314 -0.1756
C 1.20564 2.67314 0.23870 -0.7926
C 0.56182 -2.43556 6.05209 0.0867
C -0.00936 -1.04056 4.43596 0.1567
C -3.73799 3.26346 -2.43244 1.1865
C 1.34415 -0.51716 4.98140 -0.3810
C 2.25426 -6.16888 2.34497 -0.7179
C -1.17258 -4.13766 2.58901 -0.4805
C 1.14728 -1.07406 6.44278 -0.9968
C 2.15242 2.08574 5.64553 -0.9339
C 0.80153 -4.76597 1.16344 -1.5272
C -1.60816 -4.16388 4.05176 -0.9542
C 1.04016 0.47029 -8.63001 0.3928
C 0.32553 -3.88312 2.30500 1.5889
C -4.37066 4.16093 -3.62857 -0.6557
C 0.34302 0.93852 -7.33445 0.8759
B 0.89584 2.76372 -8.60788 0.4913
B 1.43910 1.05272 4.75972 0.0991
H 1.97369 -6.07402 3.39366 0.1908
H 1.04525 3.64988 -0.22033 0.3256
H 4.15793 4.32129 -0.91735 -0.3457
H 2.64671 2.84784 5.03618 0.3315
H 1.38682 -3.05477 5.59471 -0.5358
H 0.90406 -4.04722 3.22434 -0.1445
H 0.29162 1.05898 -3.23041 0.2938
H -1.01446 -4.93672 4.54804 0.3749
H 5.33249 3.92461 -2.16181 0.3337
H 0.03850 -4.67043 0.35088 0.4954
H 1.27779 2.79619 1.33783 0.5582
H -2.64292 -4.51101 4.04180 0.4216
H -1.83134 2.39562 -4.41692 0.0025
H 2.89781 1.66442 6.31842 0.3695
H 1.07589 0.36556 -4.65603 -0.0257
H -1.79591 1.75465 -6.04099 -0.0274
H -3.04414 1.20623 -4.90765 0.2541
H 1.19786 -0.47897 -3.09500 0.3115
H 2.78205 -7.09482 2.14270 0.3020
H 2.88783 -5.31093 2.11935 0.4080
H -3.75208 2.89736 -6.70786 0.3289
H 2.09774 -1.23008 6.94553 0.5153
H -1.40134 -5.14560 2.19514 0.3555
H -5.45908 4.21199 -3.30707 0.4855
H 0.42142 -0.47140 6.98956 0.3333
H 1.14628 0.98691 2.89266 0.3105
H -1.79954 -3.44535 2.02017 0.2050
H 1.70454 -4.28944 0.75214 0.4566
H -2.42943 -2.16144 4.47791 0.2570
H 0.35641 2.03036 -0.01749 -0.0573
H 2.24629 -1.04100 4.63200 0.3322
H 0.43685 -2.84401 1.96901 -0.3663
H 1.42393 2.63627 6.25450 0.3576
H -0.67177 -0.63452 3.66939 0.1823
H -1.98158 -3.13968 5.85229 0.3929
H 5.11732 2.82027 -0.79186 0.3774
H -2.81199 4.11702 -5.88681 0.2989
H 0.17872 -2.93507 6.93793 0.6083
```